Record 1
H24O12 | ωB97M-V/def2-TZVPD

The calculation puts the orbital gap at 10.2 eV. The calculation puts the energy relative to the best compared isomer or geometry (same formula, charge and spin) at 223.1 kJ/mol. The value obtained for the LUMO energy is -0.4 eV. As for the electronic energy: -917.24039 Eh.

CARTESIAN COORDINATES (ANGSTROEM)
O 3.43956 1.06083 2.09164
H 4.00556 1.67183 1.60364
H 2.62856 1.05683 1.55064
O -0.63244 -1.05017 -3.37336
H -1.30344 -1.20617 -2.66536
H 0.24556 -1.26117 -3.03736
O -0.86944 3.76383 -0.84136
H -1.22344 3.79083 0.04064
H -1.23944 2.98683 -1.27036
O 1.30056 1.62583 0.44064
H 0.68456 2.32883 0.68964
H 1.43456 1.67583 -0.49036
O -2.17744 1.23383 -1.50036
H -2.15644 1.06583 -2.46336
H -2.93944 0.72283 -1.23736
O 3.18556 -0.21717 -0.82736
H 4.01956 0.28183 -0.89336
H 2.54056 0.48283 -0.86936
O -0.32544 -0.37517 -0.08536
H -0.95944 0.13283 -0.59436
H 0.30456 0.33583 0.14764
O -2.48844 0.07083 1.74364
H -1.89644 -0.27917 1.07564
H -3.12944 0.62583 1.35664
O -2.56144 -2.06617 -1.74736
H -2.48844 -2.32517 -0.84436
H -3.41844 -2.41717 -2.03036
O 0.66656 -2.20517 1.98364
H 0.65056 -1.30117 2.17464
H 1.55656 -2.38017 1.73564
O 0.75156 -3.44517 -0.64336
H 1.63556 -3.48517 -0.27136
H 0.29056 -2.90517 0.01164
O 0.45156 0.42983 3.06564
H -0.40344 0.42483 3.54364
H 0.42056 1.15083 2.43064

Atomic forces in eV per Å
-0.1 0.2 -0.3
0.0 -0.1 0.2
0.6 -0.2 0.5
-0.6 0.6 0.1
1.2 -0.4 -0.6
-0.3 -0.2 0.3
0.8 0.1 -0.4
-0.5 0.0 0.4
-0.4 -0.2 0.2
-0.2 0.4 1.3
0.2 0.3 -0.5
-0.2 0.8 -1.2
0.1 0.1 -1.0
0.4 0.1 0.4
-0.5 -0.2 0.3
0.8 0.2 -0.2
-0.3 -0.5 0.1
-0.2 -0.2 -0.1
0.0 0.1 0.1
-0.3 0.1 -0.7
-0.2 -0.9 0.4
0.6 -0.8 1.4
0.5 0.0 -0.3
-1.0 0.9 -0.8
-0.9 0.3 -0.8
0.3 -0.4 1.2
0.3 0.1 -0.1
-0.9 -2.4 -0.3
-0.2 2.5 0.7
1.2 -0.2 -0.1
-0.1 0.0 -0.1
0.2 -0.1 -0.2
-0.1 0.2 0.1
-0.5 -0.1 0.5
0.6 0.1 -0.6
-0.2 -0.1 0.3



Record 2
C3H7NO2 | ωB97M-V/def2-TZVPD

The calculation puts the orbital gap at 10.4 eV. The calculation puts the energy relative to the best compared isomer or geometry (same formula, charge and spin) at 358.5 kJ/mol. The value obtained for the LUMO energy is 0.7 eV. As for the electronic energy: -323.64443 Eh.

CARTESIAN COORDINATES (ANGSTROEM)
C -0.89205 1.43510 0.35828
C -0.25851 0.25306 -0.31114
N -1.14797 -0.55239 -0.75604
O -0.71079 -1.91314 -0.58300
C 1.20441 -0.04091 -0.04270
O 1.77552 -1.08400 -0.77278
H -1.78517 1.76438 -0.17529
H -1.24190 0.96571 1.28680
H -0.23189 2.25927 0.62388
H -0.92622 -1.96733 0.36317
H 1.31235 -0.17449 1.05047
H 1.77206 0.86444 -0.29347
H 1.13016 -1.80972 -0.74816

Atomic forces in eV per Å
0.0 0.2 0.0
-0.3 -0.3 0.2
0.2 0.3 0.4
0.0 -0.3 -0.1
-0.1 0.3 0.2
-0.1 -0.2 0.0
0.2 0.1 0.0
0.0 0.5 0.1
0.0 0.0 -0.3
0.1 -0.6 -0.4
0.0 0.0 -0.1
-0.2 -0.1 0.1
0.1 0.1 -0.2



Record 3
C3H13N2O3 | ωB97M-V/def2-TZVPD

The spin multiplicity is 2. As for the expectation value of S²: 0.7549. The calculation puts the orbital gap (spin up / spin down) at 9.9 / 8.2 eV. The calculation puts the energy relative to the best compared isomer or geometry (same formula, charge and spin) at 31.5 kJ/mol. The value obtained for the LUMO energy (spin up / spin down) is 0.8 / -1.1 eV. As for the electronic energy: -457.22079 Eh.

CARTESIAN COORDINATES (ANGSTROEM)
N 2.03648 0.08647 0.31100
C 0.98669 0.96465 0.88768
C -0.47226 0.47449 1.08893
N -1.50302 0.94971 0.36160
C -1.56385 2.38476 0.33650
O -0.18066 -1.11519 1.13698
H 2.94664 0.43646 0.54844
H 0.80644 -1.20107 1.18446
H 1.86477 -0.26126 -0.62346
H 1.03939 1.86635 0.30861
H 1.40959 1.21334 1.88319
H -0.58545 0.49189 2.21623
H -2.38795 2.60094 -0.36070
H -1.81793 2.85187 1.28327
H -0.65430 2.90037 -0.03518
H 0.33448 -1.49015 -2.16012
H 1.31093 -0.63810 -3.05654
O 1.24411 -1.12907 -2.23402
H -0.81931 -1.92390 -0.32662
H -1.61934 -1.56541 -1.51405
O -0.93760 -2.20634 -1.26295

Atomic forces in eV per Å
-1.6 -0.7 1.2
2.1 0.9 0.0
3.8 -4.0 2.9
0.0 -0.4 -0.4
-0.8 0.4 -1.3
-1.2 1.7 -0.5
0.1 -0.1 -0.4
-0.8 0.4 -0.4
0.3 0.2 -0.3
-0.6 0.8 -0.1
-0.5 0.0 -0.4
-0.8 0.9 -1.0
0.3 0.3 0.3
0.0 -0.2 0.5
-0.3 -0.5 0.2
0.3 -0.1 0.3
-0.1 -0.1 -0.1
0.2 0.3 -0.3
0.6 -0.2 0.0
-0.1 -0.3 -0.2
-0.9 0.5 0.2



Record 4
C2H5FS | ωB97M-V/def2-TZVPD

The calculation puts the orbital gap (spin up / spin down) at 9.0 / 8.2 eV. The calculation puts the energy relative to the best compared isomer or geometry (same formula, charge and spin) at 380.4 kJ/mol. The value obtained for the LUMO energy (spin up / spin down) is 0.4 / 0.4 eV. As for the electronic energy: -577.08980 Eh.

CARTESIAN COORDINATES (ANGSTROEM)
C -1.14494 0.03903 0.01980
C 1.40747 -0.57104 -0.49132
F 1.63886 -1.59296 0.29969
S 2.31529 0.82526 0.00508
H -0.99169 1.10666 0.39992
H -1.47227 -0.83798 0.61002
H -1.65989 0.10632 -0.83301
H 1.36543 -0.89272 -1.50202
H 2.10672 0.49007 1.39378

Atomic forces in eV per Å
2.3 0.7 3.1
-1.4 1.1 0.5
0.0 -1.6 1.0
-0.2 -0.2 1.8
0.1 -2.0 0.2
0.6 0.9 0.1
-1.7 0.0 -3.6
0.0 0.3 -0.9
0.3 0.7 -2.0